[1]
ORCA calculation (ωB97M-V/def2-TZVPD) on C29H25Cl2N6O2RuS2 as an isolated structure in a non-equilibrium geometry.

Last column: Mulliken spin population.
Geometry (Å):
H1 -5.3060 1.7341 -1.1169  0.00
C1 -1.4476 -4.4934 0.6096  0.00
N1 2.6426 4.2832 -0.3287  0.00
C2 0.3884 -4.9759 2.0871  0.00
H2 2.5723 0.8122 5.6572  0.00
C3 4.3283 -0.1227 1.4767  0.00
H3 4.2079 5.3109 0.5538  0.00
C4 -0.5956 -3.7073 -0.1600  0.00
H4 -3.5568 5.1627 -2.7708  0.00
C5 -3.5114 4.2563 -2.1951  0.00
C6 -2.8220 -2.8268 -4.4537  0.00
H5 -1.5913 -0.4209 -3.2118  0.00
H6 -1.2623 -5.5219 -2.0112  0.00
C7 -2.0832 -2.5664 -3.1991  0.02
C8 -2.0917 -4.9418 -2.4178  0.00
C9 -1.5472 -1.3845 -2.7431  0.01
Cl1 5.0441 0.1413 4.4642  0.00
C10 1.2679 4.4711 2.0170  0.01
H7 -3.0006 -5.1949 -1.8671  0.00
N2 -2.2164 2.7338 -0.9058  -0.03
S1 0.8574 2.8553 -1.6210  -0.04
H8 -0.3285 3.4705 0.9689  -0.01
H9 2.5498 0.2498 -1.3800  0.00
C11 1.2256 -4.1715 1.3288  0.00
H10 -1.5985 -5.7307 2.3330  0.00
C12 4.0597 -0.1592 0.1288  0.00
C13 3.3236 0.2791 2.3749  -0.01
C14 3.2222 4.9061 0.7156  0.00
H11 3.1152 4.2330 -1.2266  0.00
C15 2.4282 0.7302 4.5916  0.00
C16 0.9244 0.9514 2.6627  -0.02
C17 2.5741 4.9881 1.9162  0.00
N3 -1.0618 -3.0090 -1.2946  0.00
H12 -2.2287 -5.2086 -3.4641  0.00
C18 -4.6140 3.4626 -2.0074  0.00
O1 -0.1893 1.2496 2.1477  0.10
C19 1.4187 3.7049 -0.2616  0.00
C20 -0.8698 -1.6659 -1.5343  -0.01
C21 3.4966 0.3974 3.7816  -0.01
H13 -2.4909 -4.6064 0.3570  0.00
H14 0.7204 4.5660 2.9411  0.00
N4 -1.7989 -3.5394 -2.3109  0.00
H15 1.3734 -2.9297 -0.4224  0.00
C22 2.7914 0.2265 -0.3234  0.00
C23 -0.9427 -5.1253 1.7310  0.00
H16 0.7710 -5.4844 2.9581  0.00
H17 2.2588 -4.0440 1.6144  0.00
N5 1.8323 0.5816 0.5037  -0.02
C24 -3.3017 1.9392 -0.7457  0.01
H18 -1.3980 4.4256 -1.6972  0.00
Ru1 -0.4721 1.1519 -0.0943  0.98
H19 -3.0213 -1.8870 -4.9579  0.00
H20 5.3006 -0.4027 1.8533  0.00
C25 1.1617 0.9677 4.0678  0.02
C26 0.7382 -3.5396 0.1987  0.00
H21 3.0423 5.4685 2.7579  0.00
H22 -5.5838 3.7165 -2.4134  0.00
S2 -3.1114 0.5050 0.0847  -0.04
Cl2 -0.1567 1.2943 5.1043  0.00
C27 0.6885 3.8611 0.9348  0.01
H23 -3.7710 -3.3246 -4.2562  0.00
H24 -2.2302 -3.4555 -5.1221  0.00
C28 2.0539 0.5901 1.8265  -0.02
C29 -2.3077 3.8462 -1.5936  0.01
N6 -4.5026 2.3338 -1.2804  0.00
O2 -0.1778 -0.9396 -0.7821  0.01
H25 4.8115 -0.4791 -0.5759  0.00

Properties
Total charge   +2
Multiplicity   2
Energy relative to the best compared isomer or geometry (same formula, charge and spin)   104.15 kcal/mol
Energy   -92796.6053 eV
E_LUMO (alpha / beta)   -7.5 / -6.7 eV

=====

[2]
ORCA calculation (ωB97M-V/def2-TZVPD) on C29H25Cl6GeN4O4SiTc as an isolated structure in a non-equilibrium geometry.

Last column: Mulliken spin population.
Geometry (Å):
C1 3.3177 -0.6482 1.0826  0.00
H1 0.7941 2.0250 3.0135  0.00
H2 1.9880 -4.5837 -0.1411  0.00
C2 -1.1344 -1.9040 3.4825  0.00
C3 -0.7361 -1.5618 2.2054  0.01
C4 -2.2299 -2.7392 3.6222  0.00
H3 0.2230 3.3474 -4.4333  0.00
C5 4.5841 -0.2560 0.6808  0.00
O1 1.2115 -0.4859 2.9964  0.02
C6 -1.7314 4.2652 2.7433  0.00
H4 -0.4831 -4.8611 -2.6642  0.00
Tc1 -0.5065 0.0499 -0.6985  1.20
N1 0.8655 -0.6063 0.7130  0.00
Si1 -2.9074 0.6983 -0.0002  -0.12
C7 2.3556 0.6215 -0.7060  0.00
C8 3.6190 1.0403 -1.0931  0.00
N2 -1.1723 0.9846 -2.5286  -0.07
C9 2.5777 -2.1590 -2.4368  0.00
H5 -3.7103 -3.8756 2.5408  0.00
Cl1 -0.2395 5.5173 6.2329  0.00
C10 -2.5770 1.4373 -4.3921  0.00
H6 -2.9412 -0.0235 -2.8439  0.00
C11 0.4609 -4.3944 -2.9575  0.00
N3 -1.3716 -1.9520 1.1043  0.01
C12 -1.7107 2.4232 -4.8277  0.01
Cl2 -3.8793 -1.0834 -0.9693  -0.01
C13 -0.5585 -1.6892 -1.8052  -0.05
O2 1.9178 2.6945 -2.7131  0.01
C14 1.0649 1.9019 -2.3451  0.02
H7 1.2432 -5.1588 -2.9557  0.00
C15 -0.5316 2.6348 -4.1309  -0.01
H8 -0.5677 -1.5321 4.3234  0.00
H9 -1.4582 -2.2198 -1.4878  -0.01
H10 -2.5521 4.5062 2.0800  0.00
H11 -2.8985 -3.0910 0.3368  0.00
C16 1.2674 -3.7720 -0.0125  0.01
H12 -3.4905 1.2050 -4.9228  0.00
C17 2.1928 -0.2125 0.4000  0.03
H13 3.2626 -1.8723 -1.6373  0.00
C18 -0.8828 3.2153 2.4206  0.00
C19 -1.0916 2.3914 1.1967  0.00
N4 1.1649 0.9145 -1.4231  -0.06
H14 0.3410 -4.1816 0.3996  0.00
Cl3 6.3049 1.1433 -0.9207  0.00
H15 -2.1761 5.8097 4.1774  0.00
H16 3.7338 1.7000 -1.9382  0.00
C20 -1.5295 4.9846 3.9106  0.00
H17 -2.5772 -3.0305 4.6066  0.00
H18 0.3540 -4.0102 -3.9753  0.00
H19 3.0845 -2.8753 -3.0892  0.00
C21 -0.4902 4.6181 4.7520  0.00
C22 4.7342 0.5990 -0.3991  0.00
H20 -1.9388 3.0066 -5.7122  0.00
Cl4 5.9599 -0.8534 1.5703  0.00
O3 -0.1143 1.7985 0.7226  -0.01
H21 1.6718 -3.0499 0.6955  0.00
Ge1 0.9334 -2.9444 -1.7358  0.01
C23 -2.4050 -2.7802 1.2454  0.00
Cl5 -3.7831 0.3001 1.8763  -0.01
C24 0.1530 2.8592 3.2745  0.00
H22 1.1415 3.2851 5.1384  0.00
Cl6 -4.2302 1.9637 -1.1156  0.00
H23 2.3425 -1.2636 -3.0178  0.00
O4 -2.2701 2.3237 0.7049  -0.01
C25 -2.8597 -3.2091 2.4827  0.00
H24 -0.6742 -1.4603 -2.8694  0.01
C26 -2.2845 0.7440 -3.2304  0.00
C27 0.5503 -0.8020 2.0156  0.01
C28 0.3493 3.5586 4.4552  0.00
H25 3.2178 -1.2992 1.9377  0.00
C29 -0.2877 1.8742 -3.0110  0.00

Properties
Total charge   -1
Multiplicity   2
Energy relative to the best compared isomer or geometry (same formula, charge and spin)   12.80 kcal/mol
Energy   -186365.9589 eV
E_LUMO (alpha / beta)   1.6 / 1.8 eV

=====

[3]
ORCA calculation (ωB97M-V/def2-TZVPD) on C29H25ClLaPS as an isolated structure in a non-equilibrium geometry.

Last column: Mulliken charge in e.
Geometry (Å):
H1 -0.2580 2.7463 -0.1137  0.25
C1 -2.3353 0.5325 -2.4626  -0.83
C2 3.3237 -2.5075 -3.3521  -0.56
H2 -3.5597 -3.1418 -2.2321  0.42
C3 -0.0272 0.7521 6.7135  -0.36
C4 -0.9226 -2.3229 1.2855  -0.38
H3 2.8951 -0.4896 -0.6431  0.33
Cl1 2.1715 1.1545 1.2597  -0.56
C5 -1.5039 -0.4520 -1.9195  0.37
H4 2.3145 -1.8917 2.2652  0.49
S1 -1.1183 1.9968 2.5002  -0.58
P1 0.1162 0.0418 -1.4284  1.36
C6 -3.5949 0.1896 -2.9205  -0.63
H5 4.0935 -3.0850 -3.8591  0.37
H6 -4.2342 0.9597 -3.3428  0.42
C7 -0.6905 1.5286 4.0461  0.24
H7 -1.9827 1.5581 -2.5159  0.36
C8 -1.9539 -1.7807 -1.8262  -0.46
C9 -4.0450 -1.1291 -2.8435  -0.61
H8 -5.0351 -1.3905 -3.2081  0.39
H9 0.2259 0.4525 7.7338  0.35
H10 1.5477 3.1338 -4.7269  0.41
C10 0.3437 4.0839 -1.6905  -0.73
H11 -1.9995 -1.2286 2.9729  0.61
C11 0.4381 1.6851 -1.8849  0.30
C12 -1.3158 0.5305 6.2145  -0.66
H12 1.0120 5.1854 -3.4232  0.38
H13 -1.3138 -2.5510 -1.4014  0.99
C13 0.6161 1.7453 4.6049  -0.28
La1 0.0020 -0.0685 1.2146  0.57
H14 0.1135 4.9766 -1.1128  0.44
C14 0.4959 -2.5248 1.0470  -0.32
H15 1.7764 -3.0235 -4.7629  0.41
C15 0.2624 -1.4759 3.1265  0.08
H16 0.9612 -2.9553 0.1377  0.57
C16 2.6542 -1.0576 -1.5402  -0.32
H17 1.9396 1.5358 6.2889  0.35
H18 -1.7460 -2.5393 0.5833  0.73
H19 1.1905 0.9067 -3.7344  0.39
C17 1.0357 -1.7350 -3.2158  -0.29
H20 0.4884 -0.9368 4.0593  0.47
C18 3.6318 -1.7900 -2.1934  -0.64
C19 2.0248 -2.4738 -3.8565  -0.70
C20 1.1478 3.0550 -3.7177  -0.69
C21 0.9454 1.7967 -3.1679  -0.42
C22 0.9318 1.3606 5.8983  -0.55
C23 1.3431 -1.0332 -2.0549  0.44
C24 0.8497 4.2025 -2.9887  -0.54
C25 -1.0720 -1.6593 2.5671  -0.89
H21 4.6458 -1.8023 -1.7988  0.43
H22 0.0298 -1.7094 -3.6193  0.46
H23 -2.0687 0.0558 6.8518  0.34
C26 -3.2180 -2.1104 -2.2933  -0.95
C27 0.1336 2.8371 -1.1301  -0.19
C28 -1.6447 0.9068 4.9235  -0.24
H24 1.3653 2.2159 3.9682  0.31
C29 1.2205 -1.9931 2.1859  -1.13
H25 -2.6473 0.7328 4.5329  0.47

Properties
Total charge   0
Multiplicity   1
Energy   -63984.2965 eV
E_LUMO   0.0 eV

=====

[4]
ORCA calculation (ωB97M-V/def2-TZVPD) on C29H25CrO5S as an isolated structure in a non-equilibrium geometry.

Last column: Mulliken spin population.
Geometry (Å):
C1 0.7941 -2.4687 -2.0814  0.00
C2 1.3962 -4.7757 -1.6431  0.00
C3 -2.2017 2.7036 1.7044  0.12
Cr1 -2.1358 3.8660 3.5997  2.87
H1 -2.1469 1.7057 -3.0572  0.00
H2 1.3591 -4.1544 -4.9920  0.00
C4 -1.6060 5.6041 4.0790  -0.14
H3 -1.9792 -0.0458 -2.8801  0.00
H4 3.1774 -0.5473 -0.3267  0.00
H5 3.3355 -2.6399 3.4531  0.00
C5 1.6575 -1.3153 3.2027  0.00
H6 -1.8802 4.6296 0.7835  -0.02
H7 1.9533 1.8458 -3.2475  0.00
C6 -0.3267 1.3044 0.4203  0.05
C7 1.0362 -3.5118 -1.1696  0.00
S1 -0.2314 1.4197 -2.1561  0.00
C8 0.9079 2.1836 -3.3265  0.00
O1 -1.2153 6.6312 4.4751  0.07
C9 -2.2481 3.6079 5.4983  -0.03
H8 1.2794 -1.4669 4.1941  0.00
H9 1.5853 -5.6064 -0.9478  0.00
C10 0.9756 -0.4427 2.3801  0.00
C11 3.3275 -1.7951 1.5004  0.00
C12 1.5079 -0.3019 1.0812  0.00
C13 1.4880 -5.0380 -3.0396  0.00
H10 0.7384 -1.8806 -4.1717  0.00
H11 -4.4592 2.1598 4.2492  0.00
C14 -2.9038 2.0430 2.7439  -0.16
H12 0.1778 0.2307 2.7021  0.00
C15 -2.4577 4.0836 1.5208  -0.15
O2 1.8409 -6.3245 -3.3461  0.00
H13 1.7413 1.1380 -0.4501  0.00
C16 -1.1812 1.9734 0.9767  0.10
C17 -0.3239 3.3673 3.7899  -0.08
H14 0.8540 -6.6601 -5.1786  0.00
C18 0.1454 -1.2455 -1.5084  0.00
C19 1.2637 -3.9649 -3.9352  0.00
C20 0.9292 0.0604 -1.4177  0.01
O3 -1.0082 -1.2344 -1.0417  0.00
C21 -4.2924 4.0101 3.1204  -0.05
H15 -5.1609 4.4822 3.6080  -0.01
H16 0.4696 1.9941 -4.3157  0.00
C22 0.9240 -2.6946 -3.4667  0.00
C23 -3.9356 2.6932 3.4485  0.19
C24 0.9001 0.5991 0.0286  0.01
O4 -2.1951 3.5685 6.6592  0.13
H17 -3.6849 5.7759 2.0471  -0.01
H18 2.6066 -6.2678 -5.2969  0.00
C25 2.7980 -2.0012 2.7666  0.00
C26 -1.4867 0.8583 -3.2015  0.00
C27 1.8358 -6.7693 -4.7072  0.00
H19 -2.6769 0.9897 2.9568  -0.01
H20 1.8488 0.0322 -2.1103  0.00
H21 0.9477 -3.3202 -0.0891  0.00
H22 4.2046 -2.2970 1.1314  0.00
O5 0.7935 3.1325 4.0207  0.06
H23 2.0811 -7.8220 -4.6124  0.00
C28 -3.4936 4.7234 2.2174  0.08
H24 -1.1525 0.8339 -4.2269  0.00
H25 0.8093 3.2415 -3.0458  0.00
C29 2.6937 -0.9005 0.6301  0.00

Properties
Total charge   +2
Multiplicity   4
Energy relative to the best compared isomer or geometry (same formula, charge and spin)   61.02 kcal/mol
Energy   -79950.0309 eV
E_LUMO (alpha / beta)   -5.9 / -7.9 eV

=====

- What is the formula in the second record?
  C29H25Cl6GeN4O4SiTc

=====

- Among the records above, which one has the lowest multiplicity?
  C29H25ClLaPS

=====

- Among the records above, which one has the highest energy?
  C29H25ClLaPS